No. 1
# C6H12O

One molecule with the formula C6H12O (the ωB97M-V functional and the def2-TZVPD basis, the Open Molecules 2025 dataset).

Each atom is followed by the atoms it is bonded to, with distances in Å.
Element x y z (Å)
1 C -0.10171 -0.01520 2.18777  C2 1.529, H8 1.095, H9 1.095, H10 1.096
2 C -0.77721 -0.25604 0.83744  C1 1.529, C3 1.519, H11 1.100, H12 1.095
3 C 0.07636 0.14459 -0.35310  C2 1.519, C4 1.515, C5 1.513, C6 1.509
4 C 0.50230 1.59816 -0.40133  C3 1.515, H13 1.097, H14 1.097, H15 1.096
5 C 1.04088 -0.88118 -0.90631  C3 1.513, C6 1.493, H16 1.087, H17 1.086
6 C -0.19538 -0.53897 -1.67020  C3 1.509, C5 1.493, O7 1.398, H18 1.092
7 O -1.16352 -1.54350 -1.76097  C6 1.398, H19 0.968
8 H 0.04460 1.05356 2.37806  C1 1.095
9 H 0.88045 -0.49857 2.22249  C1 1.095
10 H -0.70460 -0.41795 3.00906  C1 1.096
11 H -1.72463 0.30156 0.80244  C2 1.100
12 H -1.04443 -1.31368 0.73803  C2 1.095
13 H -0.35939 2.26721 -0.28180  C4 1.097
14 H 1.22410 1.83193 0.39037  C4 1.097
15 H 0.98063 1.83628 -1.35815  C4 1.096
16 H 1.05274 -1.86547 -0.44457  C5 1.087
17 H 2.00042 -0.54491 -1.28850  C5 1.086
18 H -0.08622 0.06530 -2.57264  C6 1.092
19 H -2.03228 -1.11868 -1.72768  O7 0.968

Summary:
HOMO energy, eV: -9.449
Gap between HOMO and LUMO, Eh: 0.38097

No. 2
# C6H12O

A 2-piece molecular cluster, C6H12O overall (the ωB97M-V functional and the def2-TZVPD basis, the Open Molecules 2025 dataset).

Each atom is followed by the atoms it is bonded to, with distances in Å.
Element x y z (Å)
1 C 1.61020 -0.40772 -0.25140  C2 1.328, H7 1.083, H8 1.089
2 C 1.26349 0.45628 0.69588  C1 1.328, C3 1.510, H9 1.087
3 C 0.46930 0.05472 1.91626  C2 1.510, C4 1.543, H10 1.095, H11 1.095
4 C -1.01012 -0.03757 1.48645  C3 1.543, C5 1.512, H12 1.099, H13 1.095
5 C -1.16199 1.01585 0.41310  C4 1.512, O6 1.204, H14 1.109
6 O -1.63570 0.84992 -0.68156  C5 1.204
7 H 2.18949 -0.10309 -1.11457  C1 1.083
8 H 1.34072 -1.46076 -0.18665  C1 1.089
9 H 1.53175 1.50309 0.58140  C2 1.087
10 H 0.85984 -0.89854 2.28802  C3 1.095
11 H 0.60014 0.80079 2.70754  C3 1.095
12 H -1.72436 0.17898 2.29292  C4 1.099
13 H -1.25778 -1.02001 1.06995  C4 1.095
14 H -0.80343 2.02212 0.71033  C5 1.109
15 C -0.46186 -0.59341 -2.39680  H16 1.093, H17 1.093, H18 1.088, H19 1.093
16 H -0.88898 0.28724 -2.88242  C15 1.093
17 H -1.27270 -1.25307 -2.07580  C15 1.093
18 H 0.23832 -1.10377 -3.05449  C15 1.088
19 H 0.11367 -0.29105 -1.51819  C15 1.093

Summary:
HOMO energy, eV: -9.608
Gap between HOMO and LUMO, Eh: 0.38926

No. 3
# C6H12O

One molecule with the formula C6H12O at a distorted geometry (the ωB97M-V functional and the def2-TZVPD basis, the Open Molecules 2025 dataset).

Each atom is followed by the atoms it is bonded to, with distances in Å.
Element x y z (Å)
1 C -0.58713 1.46408 2.30495  C2 1.486, H8 1.095, H9 1.106, H10 1.093
2 C -1.19251 0.37875 1.49065  C1 1.486, O3 1.312, H12 1.086
3 O -0.57017 -0.16054 0.46944  C2 1.312, C4 1.442
4 C -0.04279 0.70654 -0.55480  O3 1.442, C6 1.528, H11 1.101, H13 1.095
5 C 1.39508 -1.02116 -0.14746  C6 1.490, H14 1.085, H15 1.089
6 C 0.78359 -0.32827 -1.31673  C4 1.528, C5 1.490, C7 1.528, H16 1.100
7 C -0.10555 -1.25938 -2.13936  C6 1.528, H17 1.096, H18 1.094, H19 1.095
8 H -0.29357 2.35182 1.73595  C1 1.095
9 H 0.32183 1.08676 2.80885  C1 1.106
10 H -1.29725 1.78142 3.07327  C1 1.093
11 H -0.88906 1.20299 -1.05402  C4 1.101
12 H -1.87508 -0.31801 1.96745  C2 1.086
13 H 0.61705 1.45928 -0.11046  C4 1.095
14 H 1.39701 -2.10613 -0.12437  C5 1.085
15 H 2.23203 -0.54609 0.36279  C5 1.089
16 H 1.50120 0.18489 -1.97341  C6 1.100
17 H -0.71962 -0.71747 -2.86768  C7 1.096
18 H 0.50260 -1.98813 -2.68416  C7 1.094
19 H -0.77993 -1.80659 -1.47320  C7 1.095

Summary:
HOMO energy (spin up / spin down), eV: -6.784 / -7.598
Gap between HOMO and LUMO (spin up / spin down), Eh: 0.28571 / 0.31441

No. 4
# C6H12O

A 4-piece molecular cluster, C6H12O overall (the ωB97M-V functional and the def2-TZVPD basis, the Open Molecules 2025 dataset).

Each atom is followed by the atoms it is bonded to, with distances in Å.
Element x y z (Å)
1 C -0.18052 -1.57079 0.79906  C2 1.374, H9 1.086, H10 1.092
2 C -1.08980 -0.65223 0.33395  C1 1.374, C3 1.510, H11 1.090
3 C -1.68184 -0.72697 -1.05301  C2 1.510, H12 1.098, H13 1.094, H14 1.094
4 C -0.07416 1.35922 0.03739  C5 1.349, C6 1.488, H15 1.081
5 C 0.99023 1.56885 0.83968  C4 1.349, C6 1.484, H16 1.084
6 C 1.26757 1.37972 -0.60634  C4 1.488, C5 1.484, O7 1.405, H18 1.092
7 O 1.90340 0.24590 -1.13883  C6 1.405, H19 0.964
8 H 1.11388 -0.66244 1.39197  no bonds
9 H -0.20492 -1.91527 1.82827  C1 1.086
10 H 0.32534 -2.23144 0.09246  C1 1.092
11 H -1.72643 -0.18482 1.08493  C2 1.090
12 H -2.54297 -1.40809 -1.02930  C3 1.098
13 H -0.96163 -1.11370 -1.78011  C3 1.094
14 H -2.04496 0.24090 -1.41192  C3 1.094
15 H -1.04765 1.79460 -0.13697  C4 1.081
16 H 1.27474 2.18766 1.68244  C5 1.084
17 H 1.38156 0.13271 1.43867  no bonds
18 H 1.57415 2.23079 -1.21749  C6 1.092
19 H 1.79554 -0.48126 -0.51454  O7 0.964

Summary:
HOMO energy, eV: -9.155
Gap between HOMO and LUMO, Eh: 0.37198

No. 5
# C6H12O

One molecule with the formula C6H12O at a distorted geometry (the ωB97M-V functional and the def2-TZVPD basis, the Open Molecules 2025 dataset).

Each atom is followed by the atoms it is bonded to, with distances in Å.
Element x y z (Å)
1 C 1.77596 0.71498 -0.47833  C2 1.579, H8 1.101, H9 1.097, H10 1.097
2 C 1.08075 -0.22813 0.58080  C1 1.579, C3 1.552, H11 1.090, H12 1.083
3 C -0.40123 -0.62039 0.33706  C2 1.552, C4 1.541, C5 1.524, C6 1.559
4 C -0.64266 -1.68323 -0.75236  C3 1.541, H13 1.092, H14 1.102, H15 1.102
5 C -1.71606 -0.10697 0.91084  C3 1.524, C6 1.455, H16 1.082, H17 1.086
6 C -0.94623 0.82005 0.09607  C3 1.559, C5 1.455, O7 1.404, H18 1.080
7 O -0.49906 1.89216 0.88380  C6 1.404, H19 0.963
8 H 1.53056 1.78822 -0.44976  C1 1.101
9 H 1.62085 0.40794 -1.52023  C1 1.097
10 H 2.85747 0.68587 -0.29709  C1 1.097
11 H 1.22093 0.22757 1.56084  C2 1.090
12 H 1.64425 -1.15074 0.51948  C2 1.083
13 H -0.48057 -1.22877 -1.73183  C4 1.092
14 H 0.01370 -2.56551 -0.68639  C4 1.102
15 H -1.66716 -2.08896 -0.75666  C4 1.102
16 H -1.88501 0.16133 1.94529  C5 1.082
17 H -2.59241 -0.46473 0.37804  C5 1.086
18 H -1.06869 1.01374 -0.95922  C6 1.080
19 H 0.15458 2.42556 0.41965  O7 0.963

Summary:
HOMO energy, eV: -8.290
Gap between HOMO and LUMO, Eh: 0.33947

No. 6
# C6H12O

One molecule with the formula C6H12O (the ωB97M-V functional and the def2-TZVPD basis, the Open Molecules 2025 dataset).

Each atom is followed by the atoms it is bonded to, with distances in Å.
Element x y z (Å)
1 C -1.13980 0.61009 -1.63550  C2 1.335, H8 1.084, H9 1.087
2 C -1.41683 0.39087 -0.34823  C1 1.335, O3 1.364, C4 1.502
3 O -2.03714 1.30067 0.45635  C2 1.364, H10 0.967
4 C -1.02575 -0.84468 0.41127  C2 1.502, C5 1.541, H11 1.097, H12 1.095
5 C 0.15247 -0.60464 1.37516  C4 1.541, C6 1.537, H13 1.097, H14 1.098
6 C 1.32900 0.18851 0.78549  C5 1.537, C7 1.535, H15 1.097, H16 1.098
7 C 1.79804 -0.26396 -0.60395  C6 1.535, H17 1.090, H18 1.093, H19 1.097
8 H -0.64989 -0.15483 -2.22622  C1 1.084
9 H -1.32109 1.56832 -2.11636  C1 1.087
10 H -2.28542 2.06011 -0.08837  O3 0.967
11 H -1.88993 -1.20402 0.98414  C4 1.097
12 H -0.76454 -1.62893 -0.30655  C4 1.095
13 H -0.20917 -0.07767 2.26647  C5 1.097
14 H 0.50660 -1.58610 1.71859  C5 1.098
15 H 2.16331 0.12681 1.49452  C6 1.097
16 H 1.04651 1.24822 0.73907  C6 1.098
17 H 1.22826 0.24617 -1.38069  C7 1.090
18 H 2.85364 -0.03297 -0.77128  C7 1.093
19 H 1.66173 -1.34197 -0.75391  C7 1.097

Summary:
HOMO energy, eV: -8.792
Gap between HOMO and LUMO, Eh: 0.35676

In order of appearance, E = -311.0203 -310.9816 -310.8896 -310.8309 -310.9578 -311.0292 Ha.
In order of appearance, relative energy (zero: lowest compared OMol25 entry of this formula, charge and spin) = 1.062 2.114 4.617 6.215 2.761 0.817 eV.